[1]
Density functional theory data (wB97M-V/def2-TZVPD) for 2 unconnected molecules or ions with the total composition C17H35N5O3 at a distorted geometry.

XYZ file:
```
60
C17H35N5O3 wB97M-V/def2-TZVPD
C 1.11451 0.86618 1.69725
C 0.62719 2.12836 1.05201
N 1.33889 2.99243 0.44395
C -0.87748 2.30208 1.12654
N -1.32812 3.71662 1.14151
C -2.78854 3.78865 1.35083
C -3.55526 3.69426 0.04190
O -3.69480 2.32876 -0.37986
C -4.97793 1.84381 -0.41592
C -5.65123 1.68178 0.91759
O -5.49372 1.54339 -1.46108
C -0.64950 4.42787 2.14263
N -0.78820 4.23366 3.52129
N 0.19648 5.35121 1.76472
H 1.12058 0.94715 2.78592
H 0.46980 0.03828 1.37921
H 2.11807 0.61965 1.35340
H 2.31419 2.69555 0.45518
H -1.30986 1.81862 0.24819
H -1.24752 1.77187 2.01339
H -3.04842 4.73273 1.83716
H -3.14052 2.98317 2.00781
H -4.54388 4.13575 0.18595
H -3.03012 4.21828 -0.75634
H -5.01554 1.16057 1.63249
H -6.55921 1.10215 0.76241
H -5.94194 2.65226 1.32533
H -0.71230 3.26120 3.79400
H -1.62119 4.65291 3.91858
H 0.25698 5.64842 0.80443
H 0.85063 5.71427 2.44112
C 0.62120 -5.06374 -1.05076
C 1.74184 -4.11280 -0.59342
C 2.98001 -4.33788 -1.47369
C 2.86419 -3.80872 -2.90985
C 1.92899 -2.59351 -3.02125
C 1.74267 -1.83689 -1.70629
N 1.22710 -2.73571 -0.69168
O 1.00310 -2.09693 0.49812
C 0.67650 -0.76232 -1.93444
C 3.03130 -1.13328 -1.27403
C 2.11772 -4.46923 0.83730
H -0.25715 -4.92371 -0.41962
H 0.93222 -6.11254 -0.98303
H 0.32934 -4.86180 -2.08264
H 3.83643 -3.86215 -0.98986
H 3.21106 -5.40682 -1.48946
H 3.86350 -3.54100 -3.26180
H 2.51490 -4.59701 -3.58039
H 2.29974 -1.90935 -3.78914
H 0.94230 -2.91895 -3.36226
H -0.28461 -1.22844 -2.15324
H 0.95471 -0.12163 -2.77750
H 0.56057 -0.13883 -1.04779
H 3.35306 -0.39100 -2.01263
H 3.88758 -1.78532 -1.10057
H 2.84192 -0.59956 -0.34186
H 2.46482 -5.50642 0.86551
H 1.26688 -4.37046 1.50685
H 2.91606 -3.82589 1.20784
```

Results
**Kohn-Sham gap**: 1.93 eV
**Calculated total energy**: -1168.02809 Eh
**E_LUMO**: -1.7 eV
**Largest force on an atom**: 1.13 eV/A



[2]
Density functional theory data (wB97M-V/def2-TZVPD) for a single C5H8O2 molecule.

XYZ file:
```
15
C5H8O2 wB97M-V/def2-TZVPD
C -0.51098 -1.58627 0.68688
C -0.51548 -0.44533 -0.32564
O -1.35961 -0.73446 -1.42473
C -0.84326 0.85126 0.22486
O 0.83815 1.95149 0.13181
C 0.92322 -0.22176 -0.87692
C 1.53688 0.90538 -0.59573
H -1.53363 -1.82590 0.99800
H 0.08888 -1.33292 1.56836
H -0.06794 -2.46624 0.21353
H -0.74651 -1.06388 -2.10246
H -0.89369 1.01541 1.29739
H -1.36222 1.56411 -0.40606
H 1.28313 2.11041 0.98411
H 2.52625 1.22744 -0.90857
```

Results
**Kohn-Sham gap (alpha / beta)**: 7.76 / 7.76 eV
**Calculated total energy**: -345.60742 Eh
**E_LUMO (alpha / beta)**: -0.2 / -0.2 eV
**Largest force on an atom**: 0.48 eV/A



[3]
Density functional theory data (wB97M-V/def2-TZVPD) for a single C2H5N3S molecule at a distorted geometry.

XYZ file:
```
11
C2H5N3S wB97M-V/def2-TZVPD
H -0.47913 -1.64898 -0.31158
N 0.75321 -1.72021 -0.42050
C 0.91395 -0.45337 0.04394
N 2.17198 0.19916 0.21821
C -0.28363 0.49437 0.12099
N -0.00165 1.78747 -0.23961
S -1.84711 -0.29154 0.14561
H 2.85582 -0.52919 -0.14345
H 2.24721 0.33866 1.47312
H 1.19330 1.74666 -0.30511
H -0.51020 2.64656 -0.93909
```

Results
**Kohn-Sham gap**: 8.04 eV
**Calculated total energy**: -641.52494 Eh
**E_LUMO**: -0.6 eV
**Largest force on an atom**: 6.72 eV/A
**SMILES**: [H]/N=C(/N)C(N)=S